Entry 1:
91
Properties=species:S:1:pos:R:3:forces:R:3 method="wB97M-V/def2-TZVPD" homo_lumo_gap_ev=7.095 e_above_lowest_kj_mol=56.2 charge=-1 e_lumo_ev=2.0
C -6.209 2.793 5.303 0.0 0.0 0.0
C 2.310 3.350 0.431 0.0 0.0 0.0
C 2.610 2.122 3.708 -0.1 0.1 -0.1
H -4.472 4.878 5.309 0.0 0.0 0.0
C -0.024 1.809 -4.424 0.0 0.0 0.0
H 1.349 5.141 -0.267 0.0 0.0 0.0
H -6.803 3.697 5.159 0.0 0.0 0.0
O 2.523 0.996 3.095 0.1 0.2 0.0
C -0.514 1.487 -3.018 0.0 0.0 0.0
H -1.182 -1.102 -4.800 0.0 0.0 0.0
C -2.022 -1.668 0.805 0.0 0.0 0.0
C -3.063 -3.488 1.974 0.0 0.0 0.0
C 2.915 -3.253 0.401 -0.1 0.0 0.0
H -0.457 -2.673 -5.113 0.0 0.0 0.0
H 3.293 2.879 0.454 0.0 0.0 0.0
H 5.239 -4.626 -1.601 0.0 0.0 0.0
H -1.288 -3.622 -2.971 0.0 0.0 0.0
C -2.869 4.140 4.097 0.0 0.0 0.0
C -1.122 -2.659 -2.472 0.0 0.0 0.0
H -2.264 5.033 4.181 0.0 0.0 0.0
C 2.895 -0.355 -3.996 0.0 0.0 0.0
H 1.191 2.575 5.254 0.0 0.0 0.0
C 1.277 2.757 4.176 0.2 0.1 0.1
C 3.149 -5.415 -3.216 0.0 0.0 0.0
H 2.647 4.551 -1.329 0.0 0.0 0.0
O -0.972 2.482 1.303 -0.1 0.2 -0.1
H 3.407 -4.742 -4.036 0.0 0.0 0.0
O 1.432 2.407 -0.220 0.0 0.1 0.0
H -2.795 1.096 2.609 0.0 0.0 0.0
C 0.007 -1.891 -3.155 0.1 0.0 0.0
C -3.058 -2.586 0.912 0.0 0.0 0.0
H -0.530 2.704 -4.803 0.0 0.0 0.0
C 4.183 -3.617 -0.039 0.0 0.0 0.0
H -4.988 0.941 3.722 0.0 0.0 0.0
C -3.164 1.924 3.202 0.0 0.0 0.0
C 3.489 -0.238 -1.563 0.0 0.0 0.0
H 4.524 0.009 -1.822 0.0 0.0 0.0
C -1.017 -2.503 2.763 0.1 -0.1 -0.1
N -4.963 -5.232 2.202 0.0 0.0 0.0
H -2.036 -4.128 3.747 0.0 0.0 0.0
H 3.945 -0.146 -4.228 0.0 0.0 0.0
H -6.071 2.660 6.378 0.0 0.0 0.0
H 5.060 -3.333 0.525 0.0 0.0 0.0
N 0.133 2.229 3.454 -0.2 0.3 -0.2
H 3.036 5.353 0.206 0.0 0.0 0.0
C -4.119 -4.455 2.103 0.1 0.1 0.0
H 2.778 -1.442 -3.995 0.0 0.0 0.0
H 0.926 -2.481 -3.060 0.0 0.0 0.0
H -0.916 -2.844 -1.417 0.0 0.0 0.0
H 1.048 2.006 -4.448 0.0 0.0 0.0
Sr 0.690 0.592 1.628 0.1 -0.8 -0.1
H 1.384 3.836 4.041 0.0 0.0 0.0
H 0.970 -4.536 -1.825 0.0 0.0 0.0
C 4.269 -4.332 -1.217 0.0 0.0 0.0
H -6.784 1.944 4.934 0.0 0.0 0.0
C 1.908 -4.275 -1.346 0.0 0.0 0.0
H 3.891 -6.214 -3.199 0.0 0.0 0.0
H -2.071 -0.982 -0.043 0.0 0.0 0.0
H 0.527 2.749 -0.119 0.0 0.0 0.1
C -2.026 1.277 -2.967 0.0 0.0 0.0
C -2.403 3.077 3.340 0.0 0.0 0.0
C -0.282 -1.700 -4.639 0.0 0.0 0.0
H -2.552 2.149 -3.369 0.0 0.0 0.0
H -2.378 1.123 -1.944 0.0 0.0 0.0
C -4.881 2.896 4.600 0.0 0.0 0.0
S -0.782 3.151 2.619 0.0 -0.2 0.1
H 3.277 0.212 -0.591 0.0 0.0 0.0
H 0.538 -1.218 -5.169 0.0 0.0 0.0
H -0.273 2.340 -2.377 0.0 0.0 0.0
H -2.064 -2.106 -2.520 0.0 0.0 0.0
Br 2.778 -2.219 1.985 0.1 0.1 0.0
H 2.290 0.045 -4.810 0.0 0.0 0.0
H 3.434 -1.325 -1.447 0.0 0.0 0.0
C 2.338 4.678 -0.289 0.0 0.0 0.0
O 3.632 2.769 3.927 0.1 -0.2 0.1
C -4.104 4.044 4.720 0.0 0.0 0.0
H 1.997 3.497 1.468 0.0 0.0 0.0
O -0.421 4.550 2.539 0.1 0.1 0.0
C -0.937 -1.582 1.699 -0.2 0.2 0.2
Sb 0.489 -0.128 -1.961 0.0 0.0 0.0
H -0.235 0.998 -5.123 0.0 0.0 0.0
H -2.335 0.411 -3.558 0.0 0.0 0.0
H -0.235 -2.512 3.521 0.0 0.0 0.0
H 2.576 1.334 -2.701 0.0 0.0 0.0
N 1.803 -3.568 -0.219 0.0 0.0 0.0
H -3.863 -2.613 0.185 0.0 0.0 0.0
C 2.524 0.242 -2.645 0.0 0.0 0.0
H 2.179 -5.856 -3.443 0.0 0.0 0.0
C -2.030 -3.437 2.912 0.0 0.0 0.0
C -4.396 1.842 3.831 0.0 0.0 0.0
C 3.111 -4.674 -1.909 0.0 0.0 0.0


Entry 2:
87
Properties=species:S:1:pos:R:3:forces:R:3 method="wB97M-V/def2-TZVPD" homo_lumo_gap_ev=5.975 e_above_lowest_kj_mol=78.4 charge=0 e_lumo_ev=-0.6
H -1.533 6.862 -5.178 0.0 0.0 0.0
H -0.661 0.354 4.925 0.0 0.0 0.0
C 3.233 1.593 1.050 0.0 0.0 0.0
C -1.203 -3.141 -0.716 -0.2 -0.2 0.0
C -0.258 1.156 2.955 -0.1 0.1 0.0
H -1.144 -1.513 3.044 0.0 0.0 0.0
H 2.425 -4.569 1.801 0.0 0.0 0.0
Mg 1.409 -1.454 -0.230 -0.4 0.1 0.3
H -3.102 -0.678 -0.582 0.0 0.0 0.0
H -2.963 7.177 -7.167 0.0 0.0 0.0
H 3.761 -1.898 -2.739 -0.1 0.0 0.1
C 0.111 2.284 -2.194 -0.2 0.1 -0.2
H -1.341 -4.106 1.579 0.0 0.0 0.1
H 5.250 0.259 1.929 0.0 0.0 0.0
C -3.558 -3.318 -1.304 -0.1 -0.1 -0.1
C -3.227 3.797 -6.967 0.0 0.0 0.0
H -0.638 -1.415 -2.535 0.0 0.0 0.0
H -2.250 1.997 2.825 0.0 0.0 0.0
C 0.544 -3.875 2.649 0.0 -0.1 0.0
H 1.086 -4.530 0.650 0.0 -0.1 0.0
H 4.159 2.156 1.200 0.0 0.0 0.0
C 0.732 -2.402 2.360 0.2 0.2 0.1
H 0.285 2.390 1.261 0.0 0.1 0.0
H -0.555 4.686 -3.505 0.0 0.0 0.0
C 1.823 -0.358 2.061 0.0 0.0 0.0
C 4.365 -0.382 1.934 -0.1 0.0 0.0
C 1.355 -4.746 1.685 0.0 0.1 0.0
C 1.036 -4.131 4.086 -0.1 -0.1 -0.1
C -1.738 1.077 2.532 0.1 0.0 0.0
N -2.077 2.449 -5.187 0.1 -0.3 0.2
H -2.255 0.249 3.017 0.0 0.0 -0.1
O 2.020 -2.553 -1.930 0.0 0.1 0.2
H -3.481 -1.633 0.866 0.0 0.0 0.0
H 0.380 3.322 -2.049 0.0 0.0 0.1
H -3.253 -4.288 -1.694 0.0 0.0 0.0
H -1.037 -5.347 2.805 0.0 0.0 0.0
C -0.718 1.887 -3.240 0.2 -0.4 0.3
N 0.305 0.034 -1.416 0.0 0.0 -0.2
C -0.459 -0.353 -2.442 0.0 0.0 0.0
H 2.090 -3.866 4.182 0.0 0.0 0.0
C 0.595 1.331 -1.318 0.0 0.0 0.2
H 2.867 -2.328 1.916 0.0 0.0 -0.2
H 0.466 -3.521 4.788 0.0 0.0 0.0
H 1.170 -5.805 1.886 0.0 0.0 0.0
C -0.932 -4.284 2.575 0.1 0.0 0.0
H 4.338 -0.913 0.983 0.0 0.0 0.0
H -4.018 5.273 -8.291 0.0 0.0 0.0
H 4.262 1.521 3.654 0.0 0.0 0.0
C -2.799 6.180 -6.779 0.1 0.1 0.1
H -0.862 2.115 4.816 0.0 0.0 0.0
H 1.241 1.607 -0.496 0.0 0.0 -0.1
H -1.828 0.969 1.449 0.0 0.0 0.0
C -2.422 3.607 -5.844 0.1 0.4 0.1
O -0.217 -2.597 -0.233 -0.6 -0.1 -0.4
H 3.283 1.138 0.061 0.0 0.1 0.0
H -1.527 -3.726 3.300 0.0 0.0 0.0
C -0.131 -1.369 2.692 -0.1 -0.2 0.1
C -3.404 5.088 -7.419 0.0 0.0 -0.1
H -3.908 -2.699 -2.134 0.0 0.0 0.0
C 0.500 -0.109 2.526 0.1 0.2 -0.2
N -1.111 4.176 -4.166 0.1 -0.1 0.2
C 0.266 2.462 2.350 0.0 -0.1 0.1
C -1.303 2.816 -4.201 -0.2 0.3 -0.4
C -2.729 -1.448 0.097 0.0 0.0 0.0
C -1.998 6.015 -5.667 0.0 0.1 0.0
C -0.250 1.268 4.492 0.0 0.0 -0.2
H 4.477 -1.095 2.752 0.0 0.0 0.0
H -1.612 0.180 -4.176 0.0 0.0 0.0
H -1.814 -1.112 0.577 0.0 0.0 0.0
H 0.914 -5.184 4.358 0.0 0.0 0.0
C 2.984 -1.753 -1.965 0.6 -0.2 -0.7
C -0.991 0.524 -3.362 -0.1 0.2 -0.1
H -1.126 -4.102 -1.244 0.1 0.0 0.0
H -3.694 2.956 -7.462 0.0 0.0 0.0
H 2.558 1.956 3.657 0.1 -0.1 0.1
H -0.397 3.286 2.624 0.0 0.0 0.0
H 3.061 0.382 4.288 0.0 0.0 0.0
O 3.117 -0.793 -1.165 0.1 0.0 0.1
H 2.415 2.310 1.085 0.0 0.0 0.0
C 3.112 0.495 2.122 0.1 0.1 -0.1
N -2.452 -2.679 -0.627 0.2 0.2 0.1
H 1.259 2.711 2.712 -0.1 0.1 -0.1
C -1.819 4.713 -5.213 -0.2 -0.2 -0.3
H 0.757 1.401 4.881 0.1 0.0 0.0
C 3.250 1.129 3.516 0.0 0.0 0.0
H -4.388 -3.462 -0.613 0.0 0.0 0.0
C 1.924 -1.799 1.894 0.3 0.0 0.9